Molecular formula: C10H10AuN2O4
Method: DFT, wB97M-V/def2-TZVPD

## Properties
Frontier orbital gap (spin up / spin down) (eV): 9.625 / 7.447
E_LUMO (spin up / spin down) (hartree): -0.4196 / -0.5197
ΔE to the lowest compared entry with this formula, charge and spin (eV): 0.000
Charge: +3
2S+1: 3
Highest occupied orbital energy (spin up / spin down) (eV): -21.044 / -21.590

The geometry in XYZ format:
```
27
Properties=species:S:1:pos:R:3:lowdin_charge:R:1
O -3.151 0.099 -0.595 0.240
H -0.989 -1.169 -3.847 0.101
C -2.191 0.058 -1.219 0.006
C -0.120 -2.088 -0.910 -0.017
H 0.865 -1.258 -3.822 0.102
C -0.038 -0.664 -3.648 -0.122
H 0.980 1.251 -3.875 0.099
Au -0.037 -0.004 -1.529 0.825
H 0.533 -1.343 4.884 0.179
C 0.324 -0.773 3.991 0.142
H -0.721 1.899 2.450 0.159
C -0.335 0.915 2.704 -0.022
N -0.197 0.512 4.013 -0.045
C 0.010 1.819 -0.321 -0.046
O 3.034 -0.086 -0.446 0.241
C 0.030 0.755 -3.668 -0.064
H 0.333 1.451 5.823 0.128
H 0.848 -2.032 2.261 0.137
C 0.471 -1.110 2.657 0.036
C -0.555 1.301 5.190 0.047
O -0.267 -3.063 -0.336 0.230
H -0.954 2.278 4.867 0.121
O 0.294 2.837 0.126 0.223
N 0.088 -0.036 1.886 0.072
H -0.860 1.341 -3.900 0.099
C 2.072 -0.045 -1.076 0.001
H -1.309 0.767 5.786 0.128
```

=====

Molecular formula: C7H12F2OS
Method: DFT, wB97M-V/def2-TZVPD

## Properties
Frontier orbital gap (spin up / spin down) (eV): 8.842 / 7.328
E_LUMO (spin up / spin down) (hartree): 0.0188 / 0.0140
ΔE to the lowest compared entry with this formula, charge and spin (eV): 2.111
Highest occupied orbital energy (spin up / spin down) (eV): -8.331 / -6.946

The geometry in XYZ format:
```
23
Properties=species:S:1:pos:R:3:lowdin_charge:R:1
C 0.446 1.798 1.709 -0.057
H 1.953 0.929 0.339 0.163
C -1.989 0.020 -1.020 -0.474
H 1.092 2.741 1.756 0.111
H 0.798 1.352 2.582 0.057
C 0.317 -0.378 0.488 -0.591
C 0.835 1.004 0.407 -0.321
H 0.474 -0.929 1.487 0.130
H -0.481 -2.753 0.375 0.037
F 1.113 1.772 -1.910 0.049
C 0.878 -1.358 -0.559 -0.248
H -0.536 2.087 1.676 0.031
H 0.218 -3.469 -1.104 0.068
F -0.259 2.962 -0.578 0.074
C 0.273 1.747 -0.819 -0.256
H 1.965 -1.509 -0.387 0.123
H 1.183 -3.235 0.316 0.058
C 0.408 -2.805 -0.281 -0.113
H -1.336 -0.370 -1.889 0.102
H -3.356 1.150 -0.379 0.139
O -3.110 0.767 -1.313 -0.090
S -1.500 -0.461 0.640 0.931
H 0.613 -1.064 -1.535 0.075
```

=====

Molecular formula: C3H2CsO3
Method: DFT, wB97M-V/def2-TZVPD

## Properties
Frontier orbital gap (eV): 9.049
E_LUMO (hartree): -0.1371
ΔE to the lowest compared entry with this formula, charge and spin (eV): 2.967
Charge: +1
Highest occupied orbital energy (eV): -12.780

The geometry in XYZ format:
```
9
Properties=species:S:1:pos:R:3:lowdin_charge:R:1
C -1.992 -0.058 0.519 -0.121
H 2.936 -0.798 0.049 0.119
C -1.101 -0.111 -0.469 -0.156
H -1.537 0.280 -1.415 0.142
C 1.140 -0.326 -0.062 -0.225
Cs 1.169 3.139 0.391 0.933
O 2.074 -1.219 -0.072 0.104
O -2.700 0.032 1.430 0.233
O 0.010 -0.940 -0.371 -0.028
```

=====

Molecular formula: C9H14
Method: DFT, wB97M-V/def2-TZVPD

## Properties
Frontier orbital gap (eV): 10.020
E_LUMO (hartree): 0.0391
ΔE to the lowest compared entry with this formula, charge and spin (eV): 0.569
Highest occupied orbital energy (eV): -8.957

The geometry in XYZ format:
```
23
Properties=species:S:1:pos:R:3:lowdin_charge:R:1
H -2.442 0.592 -2.331 0.087
C 0.276 0.647 -0.234 -0.063
H -1.590 0.611 2.349 0.054
H 0.927 0.111 4.133 0.074
C -1.565 0.363 -1.766 -0.097
C 0.916 -0.395 -0.878 -0.287
H -0.583 -0.719 2.284 0.064
C 2.340 -0.710 -0.497 -0.050
C -0.970 1.081 -0.755 -0.086
H 0.733 1.229 0.553 0.093
H 2.311 -1.762 -0.215 0.082
C 0.204 0.789 3.636 -0.175
C -0.924 -0.770 -2.353 -0.085
H -1.513 -0.505 3.777 0.064
H -0.119 1.526 4.376 0.061
C -0.946 0.034 3.012 -0.185
H 2.597 -0.042 0.314 0.069
C 0.335 -1.118 -1.945 -0.056
H -1.556 1.849 -0.232 0.105
H 0.711 1.350 2.847 0.042
H -1.462 -1.187 -3.187 0.095
H 0.841 -1.993 -2.348 0.114
H 3.027 -0.562 -1.318 0.078
```

=====

Molecular formula: C2H4N4O
Method: DFT, wB97M-V/def2-TZVPD

## Properties
Frontier orbital gap (eV): 9.421
E_LUMO (hartree): -0.0030
ΔE to the lowest compared entry with this formula, charge and spin (eV): 5.639
Highest occupied orbital energy (eV): -9.502

The geometry in XYZ format:
```
11
Properties=species:S:1:pos:R:3:lowdin_charge:R:1
H 1.536 1.002 -0.211 0.084
N -1.856 -1.139 -0.176 0.095
H 2.164 -0.090 1.060 0.087
O -1.020 1.120 -0.783 0.128
C -0.840 -0.070 -0.227 -0.593
C 1.312 0.503 0.735 -0.072
N -1.012 -2.027 -0.438 0.025
H 1.080 1.248 1.496 0.094
H -1.700 1.069 -1.470 0.133
N 0.162 -1.231 -0.639 0.056
N 0.175 -0.384 0.653 -0.036
```

=====

Molecular formula: C17H14N3O4
Method: DFT, wB97M-V/def2-TZVPD

## Properties
Frontier orbital gap (eV): 4.847
E_LUMO (hartree): 0.0494
ΔE to the lowest compared entry with this formula, charge and spin (eV): 0.417
Charge: -1
Highest occupied orbital energy (eV): -3.504

The geometry in XYZ format:
```
38
Properties=species:S:1:pos:R:3:lowdin_charge:R:1
H -0.657 -5.608 7.907 0.071
C 0.810 -1.380 1.805 -0.025
H -4.124 -3.423 5.616 0.106
C -3.236 -3.095 6.157 -0.017
N -5.871 0.158 4.907 -0.370
H 1.529 -2.193 1.720 0.106
C -0.996 -2.231 7.596 -0.045
C 1.273 -0.047 1.684 -0.207
C -1.271 -3.600 7.480 -0.284
C -2.931 -1.712 6.198 -0.205
H -1.664 1.635 1.990 0.102
H 0.678 -4.458 7.715 0.086
C -2.824 -0.768 2.498 -0.154
H 0.748 2.040 1.618 0.107
O -5.302 1.263 5.135 -0.003
C -3.803 0.171 2.213 -0.333
H -1.564 -0.236 7.001 0.118
H -0.276 -4.448 9.196 0.082
H -2.623 -5.089 6.728 0.109
O 3.480 -0.729 1.675 -0.017
C -1.468 -0.539 2.188 -0.255
N -4.687 0.906 1.948 0.102
C -0.975 0.793 1.962 -0.041
H -0.139 -1.915 8.195 0.117
H -5.501 -1.945 5.023 0.122
C -0.520 -1.613 2.087 -0.056
C -0.338 -4.584 8.109 -0.064
N 2.670 0.226 1.670 -0.366
O -7.063 0.079 4.523 0.026
C -3.763 -0.740 5.530 -0.001
C 0.363 1.031 1.729 -0.020
H -0.877 -2.638 2.210 0.100
H -3.149 -1.744 2.858 0.084
O 3.044 1.423 1.661 -0.017
C -1.789 -1.303 6.945 -0.010
C -2.406 -4.021 6.780 -0.042
H -3.340 0.262 5.470 0.128
C -5.054 -0.958 5.130 -0.035
```

=====

no.,energy (eV)
1,-25358.52310
2,-25767.07610
3,-9825.03775
4,-9559.61233
5,-10141.49576
6,-30511.49869